Record 1
The following is a quantum chemistry calculation of a molecular structure, C37H68F12LiO30P2 in a non-equilibrium geometry, from the Open Molecules 2025 dataset.

The geometry in XYZ format:
```
150
Properties=species:S:1:pos:R:3:forces:R:3:mulliken_charge:R:1
Li -0.49801 -0.58368 -2.50638 0.0 -0.1 0.1 0.82
P 1.25885 -0.23758 -0.07878 -0.5 -0.8 -0.5 2.37
F 1.26826 -1.75689 0.52217 1.4 -0.1 -0.3 -0.43
F 1.45924 -0.86494 -1.63248 0.5 1.0 1.5 -0.48
F -0.30445 -0.48060 -0.26421 -1.8 -0.6 -0.2 -1.06
F 0.89320 1.24742 -0.66354 1.9 -0.2 -0.1 -0.33
F 1.04240 0.26690 1.39935 -0.5 0.9 1.4 -0.49
F 2.84881 0.02871 0.18607 -0.8 -0.4 -1.4 -0.04
P 0.29276 0.25648 -5.11928 1.2 -0.2 -2.5 1.73
F -1.26451 -0.17703 -5.06446 -0.2 -0.3 0.7 -0.41
F -0.15856 1.38330 -6.12578 0.5 1.7 0.6 -0.37
F 0.17460 1.16920 -3.76481 -0.3 0.0 -0.6 -0.72
F 1.91219 0.60430 -5.16511 -1.3 0.1 0.2 -0.44
F 0.60613 -0.99531 -4.14877 0.2 -0.9 0.3 -0.38
F 0.53815 -0.65198 -6.48482 -0.1 -0.6 1.2 -0.42
C 4.33121 2.41746 -2.42689 -2.0 0.2 1.0 0.28
C 3.08040 3.32938 -2.45457 -0.2 -0.2 2.6 0.74
O 3.18455 3.96064 -3.69292 -0.7 1.5 -0.3 -0.39
C 3.80627 3.14179 -4.49546 1.1 -1.9 -3.9 0.59
O 3.85207 3.14248 -5.72006 -0.2 0.6 2.8 -0.63
O 4.40917 2.16820 -3.76337 1.2 -0.2 -3.3 -0.38
H 4.12151 1.40939 -2.06924 0.3 0.4 1.3 -0.12
H 5.20368 2.94064 -2.03552 0.1 -0.3 0.1 0.18
H 3.06262 4.05336 -1.63994 0.2 0.3 -0.2 0.27
H 2.12109 2.81721 -2.38034 0.1 -0.5 -0.2 -0.55
C 3.04522 -2.64222 -5.16809 -1.5 0.2 0.7 0.00
C 3.34949 -2.21039 -3.69830 -2.6 1.3 -1.7 0.62
O 4.54275 -2.80503 -3.44484 2.2 -1.7 0.6 -0.35
C 4.59152 -3.93431 -4.15602 3.3 -3.3 -1.6 0.48
O 5.44049 -4.84440 -4.02139 -3.1 3.0 0.0 -0.63
O 3.70424 -3.92067 -5.21961 1.0 0.5 1.6 -0.36
H 3.28450 -1.98240 -6.00205 0.8 0.0 0.3 0.25
H 1.97184 -2.80020 -5.27296 0.0 -0.1 0.0 0.09
H 2.58974 -2.67098 -3.06684 -0.2 0.3 0.2 -0.13
H 3.38735 -1.13302 -3.53721 0.0 -0.2 -0.1 -0.01
C 6.14094 0.49329 0.33929 0.5 -0.4 1.3 1.02
C 7.25769 0.39231 1.32525 -0.4 -1.1 2.0 -0.49
O 7.90118 1.65076 1.33804 0.1 -0.6 -0.5 -0.40
C 7.48943 2.31042 0.21083 2.9 2.4 1.9 0.60
O 8.02507 3.37263 -0.06981 -1.7 -2.0 -0.4 -0.61
O 6.51490 1.65592 -0.34008 -1.3 0.7 -3.0 -0.18
H 5.20994 0.66757 0.87872 -0.3 -0.4 -0.8 -0.78
H 6.29092 -0.44464 -0.19540 -1.3 0.5 -1.0 0.28
H 7.82786 -0.48906 1.03167 1.1 0.6 0.2 0.29
H 6.80782 0.19349 2.29797 0.5 0.0 0.2 0.24
C -6.13693 -4.96281 -3.00572 0.2 0.1 0.8 -1.12
C -5.52126 -4.95959 -1.56439 -0.9 -1.0 -2.2 -0.27
O -5.08427 -3.68095 -1.36684 0.7 2.3 0.6 -0.14
C -4.69833 -3.22173 -0.14855 -0.6 -1.0 -1.1 0.68
O -4.68182 -3.86233 0.85568 0.1 -0.4 0.9 -0.65
O -4.39036 -1.98089 -0.35434 0.2 1.0 -0.9 -0.20
C -3.97296 -1.10272 0.66175 -0.2 0.2 1.3 -0.53
H -5.51942 -4.44048 -3.73643 0.6 -0.4 0.1 0.15
H -7.06754 -4.40153 -3.08956 -0.3 -0.3 0.4 0.36
H -6.26703 -6.01440 -3.26133 -0.2 0.1 -0.4 0.36
H -4.66054 -5.62561 -1.62512 -0.1 -0.3 0.6 0.26
H -6.31066 -5.24191 -0.86780 0.4 -0.3 0.3 0.40
H -3.85478 -1.60609 1.62131 0.5 -0.3 -0.1 0.33
H -4.78182 -0.40107 0.86554 0.1 0.3 -0.4 0.33
H -3.06311 -0.60625 0.32440 -0.1 0.0 0.1 -0.07
C -2.84017 -5.31895 -5.40911 0.8 -0.5 0.3 -1.46
C -2.51030 -4.03593 -4.60688 -0.1 0.0 -1.6 0.17
O -2.26422 -4.41499 -3.27830 0.6 0.1 2.1 -0.31
C -1.71797 -3.56629 -2.36171 -0.9 2.0 -0.4 -0.01
O -1.56217 -2.34046 -2.49111 0.1 -2.4 -0.2 0.00
O -1.52993 -4.24464 -1.25461 -0.6 -1.3 -0.7 -0.47
C -0.93545 -3.74553 -0.06284 0.6 1.1 -0.6 -0.39
H -3.82476 -5.73697 -5.19949 -0.2 0.4 0.0 0.27
H -2.16732 -6.14114 -5.16542 0.3 0.1 0.5 0.35
H -2.68609 -5.26838 -6.48698 -0.3 0.7 0.0 0.40
H -3.36757 -3.37242 -4.72062 0.0 0.2 0.5 0.19
H -1.64053 -3.48273 -4.96124 0.0 -0.2 -0.3 0.23
H -1.29577 -4.35546 0.76556 0.1 0.1 -0.3 0.28
H -1.15995 -2.68547 0.05532 -0.2 -0.1 0.2 -0.10
H 0.14164 -3.79568 -0.22242 0.0 -0.2 0.5 0.47
C -0.83139 4.12726 -2.45077 0.0 0.2 -1.0 -1.03
C -1.60656 3.42019 -1.38945 0.4 0.0 0.8 1.08
O -2.78950 2.78171 -1.83779 0.0 -2.3 -0.5 -0.50
C -2.78367 1.44394 -2.16407 0.9 1.1 -0.6 0.25
O -1.89470 0.61304 -2.08931 -0.8 1.4 0.7 0.98
O -3.94430 1.25261 -2.72973 -1.8 -2.1 -0.4 -0.51
C -4.33783 -0.10701 -3.18282 -0.3 0.4 -1.1 -0.48
H -0.08663 3.44555 -2.86151 0.2 0.3 -0.1 -0.10
H -0.40124 5.02862 -2.01418 0.4 -0.1 -0.1 0.32
H -1.44088 4.45924 -3.29125 -0.2 0.0 0.1 0.39
H -1.97560 4.13219 -0.65123 0.2 -0.2 0.2 0.16
H -0.89766 2.71101 -0.96211 -0.5 -0.2 0.5 -0.74
H -3.53161 -0.82487 -3.33381 0.3 0.5 0.5 0.02
H -4.80947 0.01854 -4.15745 0.4 0.6 -0.3 0.39
H -5.17736 -0.57213 -2.66616 0.5 0.5 1.2 0.29
C -1.95754 -3.07362 7.64216 -0.2 0.4 0.3 -1.11
C -2.47716 -3.76106 6.39071 -0.8 -0.1 1.2 -0.25
O -1.99935 -3.05495 5.25657 0.6 0.6 -1.6 -0.34
C -2.63267 -1.94693 4.82160 -3.1 2.7 1.0 0.44
O -3.70078 -1.47371 5.31534 4.2 -2.2 -1.9 -0.61
O -2.00483 -1.23913 3.78563 -0.3 -1.8 1.2 0.01
C -0.86673 -1.83841 3.11257 0.0 -0.8 -0.1 -0.84
H -2.49707 -2.12894 7.70990 0.3 0.2 0.1 0.29
H -0.88288 -2.89188 7.62902 0.0 0.1 -0.4 0.28
H -2.11637 -3.60062 8.58299 -0.4 -0.3 -0.2 0.39
H -3.56698 -3.78018 6.38466 -0.1 0.3 0.0 0.29
H -2.20528 -4.81644 6.37212 0.6 0.2 -0.7 0.35
H 0.04022 -1.81828 3.71683 -0.2 0.0 0.2 0.38
H -0.61239 -1.38035 2.15674 -0.6 0.8 0.3 0.06
H -1.09042 -2.86044 2.80678 -0.1 -0.2 0.5 0.42
C 3.56937 3.09262 1.43673 -0.6 -0.3 -0.4 0.18
C 2.05972 3.26440 1.67892 0.2 0.6 -0.2 0.68
O 1.76063 4.64923 1.17683 -1.0 0.4 -0.1 -0.44
C 0.49094 5.13091 1.22646 -0.6 -0.1 0.3 0.72
O -0.45497 4.52018 1.67163 0.5 0.4 -0.3 -0.52
O 0.38433 6.41508 0.72246 0.6 -0.5 0.4 -0.36
C -0.88719 7.13343 0.75217 -0.4 -0.8 0.8 -0.60
H 3.82514 2.04735 1.61018 0.0 0.0 0.3 -1.13
H 4.25838 3.74234 1.97640 -0.4 0.0 0.2 0.64
H 3.76375 3.22121 0.37194 -0.1 0.2 -0.1 -0.16
H 1.69679 3.11251 2.69544 0.5 0.7 0.3 0.54
H 1.50623 2.47973 1.16314 0.0 0.6 -0.7 -0.55
H -0.79289 8.10121 0.25960 0.4 -0.6 -0.6 0.27
H -1.27208 7.42113 1.73053 0.8 -0.3 0.7 0.31
H -1.71477 6.50300 0.42695 0.3 0.0 -0.8 0.22
C 3.49591 -1.50547 3.11348 -0.8 -1.9 0.3 -0.96
C 3.38594 -0.16108 3.66380 -0.3 2.2 -1.0 0.82
O 4.67318 0.35522 3.79159 4.0 1.4 0.7 -0.29
C 4.88239 1.65059 4.11557 -0.8 0.5 0.4 0.76
O 3.97212 2.40270 4.39530 1.2 -0.3 -0.1 -0.56
O 6.22259 1.94484 4.07717 -0.4 -0.6 0.0 -0.27
C 6.72534 3.25261 4.42236 -0.7 1.1 0.0 -0.81
H 2.44755 -1.80387 3.11365 0.0 -0.7 -0.3 -0.10
H 4.04663 -2.20021 3.74763 0.0 0.0 0.1 0.52
H 3.86294 -1.60135 2.09162 0.0 0.5 0.1 0.18
H 2.86352 -0.01295 4.60891 -0.3 -0.3 -0.2 0.59
H 2.99456 0.45311 2.85281 -1.1 0.1 0.4 -0.72
H 6.06693 4.04133 4.05831 -0.3 -0.2 0.0 0.33
H 7.69538 3.51245 3.99858 0.0 -1.1 -0.6 0.30
H 6.87749 3.44552 5.48431 -0.5 -0.7 0.3 0.32
C -6.97287 2.51137 3.88229 0.8 0.5 0.2 -1.27
C -6.42725 1.52786 2.85934 -0.8 -0.9 0.1 -0.22
O -5.24456 1.77292 2.11211 0.4 1.0 -0.8 -0.30
C -4.01436 1.63893 2.64400 -1.2 -1.1 4.6 0.58
O -3.80437 1.33192 3.82441 -0.7 0.6 -2.0 -0.60
O -3.10671 1.88020 1.78149 1.0 -0.3 -3.1 -0.02
C -1.74710 1.77574 2.22447 0.4 1.3 1.2 0.61
H -6.91904 3.54049 3.52719 0.1 0.0 -0.3 0.31
H -6.47854 2.51089 4.85375 -0.1 -0.3 0.0 0.28
H -8.04047 2.30850 3.96699 0.1 -0.2 0.3 0.39
H -7.25139 1.50488 2.14635 0.5 -0.1 -0.7 0.35
H -6.35921 0.49929 3.21361 0.0 0.1 0.6 0.36
H -1.75868 2.57040 2.97045 0.9 -0.5 0.6 0.59
H -0.99822 2.12349 1.51288 -0.9 -0.2 -0.7 -0.62
H -1.44691 0.79558 2.59496 -0.6 0.2 0.1 -0.35
```
Forces are in eV/Å.

As for the charge: -1.

***

Record 2
The following is a quantum chemistry calculation of 4 unconnected molecules or ions with the total composition C37H68N4OS in a non-equilibrium geometry, from the Open Molecules 2025 dataset.

The geometry in XYZ format:
```
111
Properties=species:S:1:pos:R:3:forces:R:3:mulliken_charge:R:1
C 10.15374 3.94382 2.25788 -0.2 0.0 0.3 -0.81
C 9.42418 4.16374 0.78735 -0.1 0.1 0.2 -0.36
C 7.99488 3.33893 0.63553 -0.3 0.3 0.8 -0.50
C 7.10151 3.66326 1.97172 -1.4 0.0 0.7 0.38
C 6.92830 5.27318 2.30031 -1.0 -0.4 0.2 -1.22
C 5.56557 3.03477 1.84811 -3.2 -1.5 -0.4 0.23
C 5.26938 1.42951 2.20413 -3.3 2.1 -1.0 -0.57
C 3.72589 0.78892 2.13375 0.2 3.8 -0.9 -0.47
C 2.43622 1.75652 1.68873 4.8 1.8 0.3 -0.28
C 2.81012 3.34125 1.30552 2.0 -2.5 1.4 0.28
C 4.31634 3.98362 1.37300 -1.2 -3.7 0.9 -0.29
S 1.29272 4.39222 0.80924 0.2 -1.8 2.0 -0.20
C -0.02326 3.78360 2.05475 -1.7 -2.1 2.3 0.22
C -1.07600 4.81033 2.80315 0.3 -3.4 0.8 0.43
C -0.96426 6.40798 2.42860 0.6 -0.3 -0.6 -0.73
C -1.74790 6.79649 1.00418 0.5 -0.2 0.5 -0.07
O -1.37881 8.20058 0.62722 1.2 -1.7 0.8 -0.53
C -2.13167 4.15700 3.89850 2.5 -2.7 -1.8 -0.57
C -2.13864 2.51671 4.22238 2.8 1.5 -2.9 -0.46
C -1.07518 1.50609 3.42086 0.4 3.7 -0.8 -0.41
C 0.02512 2.13479 2.33170 -3.1 2.7 2.4 -0.22
N 1.01445 1.25095 1.58843 0.2 2.8 -0.1 0.04
H 11.32561 4.07962 2.22654 -2.4 -0.4 -0.2 0.30
H 9.77181 4.72004 3.07901 0.7 -1.8 -1.9 0.17
H 9.89846 2.85910 2.64301 0.7 2.1 -0.7 0.21
H 10.15337 3.78619 -0.04677 -1.4 0.9 1.5 0.34
H 9.19418 5.32869 0.67227 0.6 -2.6 0.0 0.23
H 8.13204 2.17050 0.58858 0.0 2.3 0.1 0.29
H 7.37938 3.65474 -0.33328 1.4 -0.5 2.1 0.27
H 7.55922 3.17496 2.94845 -0.8 0.8 -2.2 0.33
H 6.09482 5.37292 3.14411 1.8 -0.2 -1.8 0.37
H 6.49072 5.79021 1.33349 1.2 -0.8 2.0 0.22
H 7.89762 5.78515 2.72008 -1.9 -1.1 -1.2 0.27
H 6.15425 0.70254 2.51769 -2.1 1.9 -0.7 0.25
H 3.50244 -0.35488 2.39011 0.7 2.9 -0.6 0.17
H 4.41360 5.13613 1.08349 -0.1 -3.0 0.8 0.05
H 0.18128 6.66050 2.21221 -2.3 -0.8 0.6 0.29
H -1.27888 7.13499 3.30616 0.3 -1.8 -1.8 0.31
H -2.92285 6.68099 1.17331 2.7 0.6 -0.6 0.27
H -1.39827 6.10278 0.11044 -0.8 1.1 2.0 0.13
H -0.36264 8.27928 0.68346 -2.4 -0.4 -0.1 0.32
H -2.88318 4.83725 4.49153 1.7 -1.4 -1.4 0.29
H -2.89789 2.05998 5.02109 1.9 1.2 -2.0 0.27
H -1.05130 0.32922 3.60797 -0.1 2.9 -0.4 0.29
H 0.75793 1.39296 0.56486 0.4 -0.4 1.4 0.37
C 1.88778 -6.26808 -0.71997 0.1 0.0 -0.1 -1.46
C 1.54721 -4.94878 -0.03517 0.3 -0.1 0.1 0.00
N 2.71718 -4.11762 0.25538 0.2 0.2 0.3 0.19
C 2.43465 -3.01519 1.17795 -0.1 -0.3 0.1 -1.30
C 1.45837 -1.94002 0.71467 -0.1 0.3 0.1 -0.02
C 3.57037 -3.77534 -0.88487 0.0 -0.4 0.0 -0.72
C 2.92340 -3.05518 -2.06304 0.0 0.2 -0.3 -0.90
H 2.64029 -6.82758 -0.15368 -0.1 0.2 -0.1 0.33
H 0.99130 -6.89282 -0.79147 0.1 0.1 0.0 0.45
H 2.26123 -6.11539 -1.73794 0.0 0.0 0.1 0.28
H 1.05167 -5.20442 0.91075 0.2 0.3 0.0 0.46
H 0.80813 -4.41299 -0.63984 -0.2 0.0 -0.1 0.00
H 3.37532 -2.53435 1.47181 0.1 -0.2 -0.2 0.39
H 2.04156 -3.44602 2.10932 0.0 -0.1 -0.2 0.33
H 1.90617 -1.28319 -0.03412 -0.1 0.0 0.0 0.13
H 1.17835 -1.30730 1.56311 0.0 -0.1 -0.1 0.31
H 0.53491 -2.36101 0.30650 0.1 0.0 0.0 0.02
H 4.02345 -4.69912 -1.26257 -0.1 0.0 0.1 0.37
H 4.42627 -3.18215 -0.53746 -0.3 0.0 0.2 0.31
H 1.98081 -3.51575 -2.37123 0.1 0.0 0.1 0.20
H 3.59675 -3.08952 -2.92729 -0.1 0.0 0.1 0.39
H 2.74218 -2.00145 -1.84534 -0.1 -0.1 0.0 0.27
C -1.83175 -1.95935 -1.25495 -0.1 -0.1 -0.1 -0.88
C -2.09203 -0.52227 -0.81615 0.1 0.0 -0.3 0.31
N -2.08679 0.43991 -1.91988 0.2 0.3 -0.1 0.12
C -2.02279 1.83493 -1.47700 0.2 -0.1 0.1 -0.21
C -3.19673 2.37257 -0.66672 -0.2 0.2 0.1 -0.94
C -3.01970 0.17477 -3.01743 0.2 -0.3 0.0 -0.84
C -4.50086 0.05505 -2.67520 -0.4 0.0 -0.1 -0.68
H -0.91012 -2.03526 -1.84216 -0.1 0.1 0.0 0.30
H -1.72133 -2.60293 -0.37591 -0.1 0.1 -0.1 0.47
H -2.65798 -2.36032 -1.85129 0.1 0.0 0.0 -0.31
H -1.29072 -0.25824 -0.11338 -0.1 0.3 -0.1 -0.03
H -3.02841 -0.48592 -0.24975 -0.1 -0.1 0.2 0.20
H -1.86508 2.48691 -2.34446 -0.1 -0.2 -0.1 0.34
H -1.11398 1.95601 -0.87121 0.0 -0.2 0.0 -0.10
H -4.07471 2.54481 -1.29291 0.0 -0.1 0.1 0.32
H -2.92815 3.33832 -0.22653 0.0 -0.1 0.0 0.32
H -3.47623 1.70848 0.15637 0.0 0.1 -0.1 0.24
H -2.71204 -0.75422 -3.51102 0.1 0.0 0.2 0.38
H -2.89935 0.94105 -3.79426 0.1 0.0 0.3 0.38
H -4.68183 -0.58828 -1.80978 0.1 0.0 0.0 0.12
H -5.03769 -0.38628 -3.52287 0.1 0.0 0.1 0.37
H -4.95437 1.02940 -2.48667 0.0 -0.1 0.1 0.25
C -6.82706 -6.96357 -2.48726 0.1 0.0 -0.1 -1.40
C -7.16763 -5.64427 -1.80247 0.3 -0.1 0.1 -0.36
N -5.99766 -4.81311 -1.51192 0.2 0.2 0.3 0.15
C -6.28020 -3.71068 -0.58935 0.0 -0.3 0.2 -0.56
C -7.25647 -2.63551 -1.05263 -0.1 0.3 0.0 -0.90
C -5.14448 -4.47083 -2.65217 0.0 -0.4 0.0 -0.03
C -5.79144 -3.75067 -3.83034 0.0 0.2 -0.3 -0.82
H -6.07455 -7.52307 -1.92098 -0.1 0.2 -0.1 0.33
H -7.72354 -7.58831 -2.55877 0.1 0.1 0.0 0.43
H -6.45361 -6.81088 -3.50524 0.0 0.0 0.1 0.29
H -7.66317 -5.89991 -0.85655 0.2 0.3 0.0 0.44
H -7.90672 -5.10848 -2.40714 -0.2 0.0 -0.1 0.27
H -5.33953 -3.22984 -0.29549 0.0 -0.1 -0.2 0.25
H -6.67328 -4.14151 0.34202 0.0 -0.1 -0.2 0.37
H -6.80867 -1.97868 -1.80141 -0.1 -0.1 0.0 0.05
H -7.53649 -2.00279 -0.20419 0.0 -0.1 0.0 0.40
H -8.17993 -3.05650 -1.46080 0.1 0.0 0.0 0.34
H -4.69139 -5.39461 -3.02987 -0.1 0.0 0.1 0.32
H -4.28857 -3.87764 -2.30476 -0.3 -0.1 0.2 -0.38
H -6.73403 -4.21124 -4.13853 0.1 0.0 0.1 0.30
H -5.11809 -3.78501 -4.69459 -0.1 0.0 0.1 0.39
H -5.97266 -2.69694 -3.61264 -0.1 -0.1 0.0 0.07
```
Forces are in eV/Å.

***

| no. | highest occupied orbital energy (Eh) | HOMO-LUMO gap (eV) |
| --- | --- | --- |
| 1 | -0.306 | 10.27 |
| 2 | -0.295 | 7.94 |